No. 1
ORCA calculation (ωB97M-V/def2-TZVPD) on a 2-piece molecular cluster, C14H16 overall at a distorted geometry.

The geometry in XYZ format:
```
30
Properties=species:S:1:pos:R:3:forces:R:3:lowdin_charge:R:1
C -0.1229 0.8912 3.6819 0.39 1.39 -0.47 -0.28
C 0.6420 1.1347 2.5196 -0.30 -0.54 0.01 -0.05
C 0.3333 -0.6279 -3.7564 0.65 -2.12 -1.24 -0.27
C -1.4251 0.5831 -1.9697 0.71 -0.12 -0.91 -0.08
C 1.3654 -1.3894 -4.6311 -0.58 2.73 0.11 -0.04
C 0.0249 0.7024 -3.9219 -0.44 0.18 0.59 -0.06
C 0.5145 -1.2189 1.9980 -0.57 0.07 0.67 -0.10
C -0.6421 -0.3613 3.9178 -0.40 -0.10 -0.06 -0.07
C -0.2785 -1.4099 -2.7686 0.68 1.36 -0.04 -0.07
C -1.0935 -0.7707 -1.8787 -1.21 -0.30 1.05 -0.11
C -0.8442 1.3103 -3.0079 0.54 0.13 0.66 -0.09
C -0.3763 -1.4059 3.0405 0.59 0.06 0.42 -0.10
C 0.9675 0.0827 1.6993 0.18 -1.96 -0.43 -0.09
C -0.3340 2.0086 4.6849 0.18 -0.79 0.06 -0.05
H 0.7956 -2.1865 1.5973 0.42 0.60 -1.05 0.10
H -1.4558 -1.3970 -1.0710 -0.32 0.31 0.18 0.10
H 0.3141 1.7890 5.5396 0.01 0.29 0.00 0.08
H -1.3528 1.9998 5.0694 -0.07 0.21 -0.10 0.07
H -0.8579 2.3932 -2.9340 -0.53 0.00 -0.50 0.10
H 1.0081 2.0933 2.1778 -0.15 0.33 0.61 0.11
H -0.7138 -2.4209 3.2109 -0.24 0.13 0.24 0.10
H 0.0085 -2.4322 -2.5665 0.00 -0.09 -0.33 0.11
H -2.0673 1.0981 -1.2742 0.00 -0.18 0.28 0.10
H -1.2616 -0.4871 4.7996 -0.01 -0.19 -0.06 0.11
H 0.4730 1.2854 -4.7148 0.17 0.02 0.04 0.11
H 1.8905 -2.0283 -3.9364 0.20 -0.70 -0.61 0.07
H 0.9170 -1.7575 -5.5501 -0.14 -0.97 0.37 0.08
H 2.0427 -0.6292 -5.0472 0.29 -0.24 0.39 0.07
H -0.0680 2.9756 4.2696 -0.09 0.09 0.05 0.07
H 1.5965 0.1750 0.8222 0.04 0.40 0.06 0.10
```
Forces are in eV/Å.

* HOMO-LUMO gap: 9.85 eV
* structure (SMILES): Cc1ccccc1.Cc1ccccc1
* HOMO: -8.9 eV



No. 2
ORCA calculation (ωB97M-V/def2-TZVPD) on C14H16AuN6OS as an isolated structure at a distorted geometry.

The geometry in XYZ format:
```
39
Properties=species:S:1:pos:R:3:forces:R:3:lowdin_charge:R:1
Au -0.2089 0.0453 0.0539 0.98 0.45 -0.29 0.90
S 0.3591 1.8892 -1.5538 -0.32 -0.48 0.33 0.71
O -6.4386 -2.4639 -0.2944 -1.05 -0.08 -0.12 0.40
N 2.0006 0.0980 0.2170 -0.58 -0.22 0.22 -0.03
N -2.3958 -0.0493 -0.0942 0.20 -0.13 0.02 -0.06
N 2.7886 2.7425 -2.0126 0.24 0.12 -0.05 0.17
N 0.3758 -1.4964 1.6183 -0.23 0.35 -0.35 -0.01
N 2.6816 1.0216 -0.5073 0.52 0.15 -0.09 0.03
N -4.5930 -3.7501 -0.1162 -1.14 -0.08 -0.18 0.30
C -4.4844 1.1014 0.0178 -0.09 0.01 -0.02 0.04
C 4.0618 -0.7931 1.2311 0.15 -0.01 0.03 0.03
C -5.1592 -0.1017 -0.0030 0.08 -0.15 -0.04 0.06
C -5.2009 -2.5906 -0.1760 2.76 0.28 0.21 -0.30
C 2.0640 1.8793 -1.3393 -0.72 -0.11 0.05 -0.76
C -3.1015 1.0894 -0.0290 -0.13 0.08 0.04 -0.06
C 1.7062 -1.6306 1.7745 -0.14 -0.43 0.38 -0.20
C 2.5907 -0.7216 1.0114 0.12 0.20 -0.22 -0.20
C 1.3466 -3.3696 3.3915 -0.15 -0.02 0.04 0.02
C -0.0168 -3.2012 3.2342 0.13 0.04 -0.04 0.00
C 2.2157 -2.5707 2.6592 0.11 0.14 -0.14 0.04
C -0.4565 -2.2432 2.3300 -0.02 -0.15 0.22 -0.11
C -4.4193 -1.2861 -0.1033 -0.78 0.00 -0.02 -0.07
C -3.0339 -1.2227 -0.1550 -0.15 -0.11 -0.19 -0.06
H 3.7944 2.8162 -1.9396 0.01 -0.08 0.04 0.15
H -3.5936 -3.8558 -0.0625 0.05 0.15 0.05 0.14
H 4.4156 -1.8168 1.1047 -0.04 -0.01 -0.04 0.12
H -6.2409 -0.1358 0.0436 -0.01 0.12 0.02 0.15
H 2.3442 3.3967 -2.6405 -0.08 0.00 0.00 0.14
H 1.7357 -4.1019 4.0862 0.01 0.00 -0.01 0.14
H 4.6482 -0.1759 0.5573 0.02 -0.02 0.00 0.08
H -5.1492 -4.5969 -0.2016 0.13 -0.09 0.02 0.18
H 4.3025 -0.4923 2.2539 -0.04 0.02 -0.01 0.13
H 3.6824 1.0802 -0.3847 0.06 -0.01 0.02 0.16
H -5.0227 2.0381 0.0635 0.04 0.02 0.03 0.15
H -0.7230 -3.7900 3.8021 -0.03 0.03 0.00 0.13
H -1.5147 -2.0517 2.2035 -0.01 0.00 -0.04 0.11
H 3.2807 -2.6924 2.7920 0.00 0.04 -0.01 0.13
H -2.5438 2.0168 -0.0176 0.06 -0.04 0.04 0.12
H -2.4118 -2.0972 -0.2984 0.04 0.01 0.09 0.12
```
Forces are in eV/Å.

* HOMO-LUMO gap (alpha / beta): 7.44 / 4.39 eV
* 2S+1: 3
* net charge: +3
* HOMO (alpha / beta): -17.5 / -18.1 eV



No. 3
ORCA calculation (ωB97M-V/def2-TZVPD) on C14H16BClF4N4O5Se4V as an isolated structure.

The geometry in XYZ format:
```
50
Properties=species:S:1:pos:R:3:forces:R:3:lowdin_charge:R:1
Se 3.6495 -0.8189 3.8183 0.08 -0.01 -0.06 -0.17
Se 2.6397 1.2102 3.3342 -0.04 -0.10 0.23 0.00
Se 5.2630 -1.1382 2.0200 -0.01 -0.15 0.13 -0.18
Se 4.8119 0.4993 0.4388 -0.13 0.14 -0.01 -0.02
V 2.1861 0.9111 0.8123 -0.44 0.41 -0.23 0.29
Cl 1.3993 0.8576 -2.5303 -0.01 0.18 -0.34 0.66
F 0.1921 4.1547 -0.1937 -0.03 -0.01 -0.04 0.10
F 0.4602 4.0592 2.0837 0.04 0.00 -0.04 0.10
F 2.0476 3.1045 0.6981 0.10 -0.15 0.02 -0.02
F 1.8377 5.3972 0.8137 0.03 0.00 0.02 0.12
O 0.9300 -0.2102 -1.6726 -0.05 -0.11 0.03 -0.37
O 0.2572 1.6330 -2.9783 0.00 -0.01 -0.06 -0.37
O 1.7424 -1.1900 0.9585 0.04 0.11 0.00 -0.13
O 2.0876 0.3153 -3.6695 0.01 -0.01 0.05 -0.34
O 2.2857 1.7107 -1.7635 -0.16 -0.32 0.25 -0.36
N 1.9817 -3.3989 1.2459 0.04 -0.01 0.02 -0.14
N -2.1274 1.0109 0.1855 0.02 0.01 0.02 0.00
N -7.2097 1.8447 -4.1940 0.01 0.00 0.02 0.13
N -0.0873 1.0579 0.9968 0.49 -0.03 -0.24 0.03
C 2.7454 -4.5982 0.9641 -0.02 -0.04 0.00 -0.06
C 1.2541 -3.3515 2.5011 -0.01 -0.02 0.01 -0.06
C -2.1505 0.2990 1.3808 0.05 -0.01 0.05 -0.04
C -6.3392 1.7138 -3.4526 -0.10 0.00 -0.11 -0.20
C -3.9339 1.5879 -2.9615 -0.16 0.01 -0.05 -0.01
C 3.0286 -2.3659 -0.6990 0.01 0.04 0.01 -0.04
C -0.8802 0.3365 1.8548 -0.11 -0.02 0.07 -0.10
C 2.2210 -2.2528 0.5621 0.04 0.07 -0.06 -0.50
C -3.1771 1.1942 -0.7207 -0.08 0.02 -0.07 -0.16
C -0.8483 1.4487 0.0148 0.07 0.02 0.13 -0.11
C -4.4988 1.1529 -0.2789 0.08 0.00 0.04 -0.01
C -2.8965 1.4074 -2.0723 0.07 -0.02 0.09 0.04
C -5.5333 1.3192 -1.1761 -0.08 0.02 -0.12 -0.04
C -5.2612 1.5412 -2.5258 0.19 -0.02 0.14 -0.25
B 1.1174 4.2092 0.8608 -0.05 -0.02 0.06 -1.24
H -3.7186 1.7526 -4.0086 0.00 0.00 0.00 0.12
H -3.0407 -0.1756 1.7506 0.00 -0.01 -0.01 0.10
H 2.5356 -4.9880 -0.0339 0.00 0.01 0.00 0.08
H 2.6073 -3.1289 -1.3568 -0.02 -0.01 0.02 0.09
H 0.7367 -2.4001 2.5663 0.02 0.01 0.02 0.07
H 4.0585 -2.6258 -0.4531 0.02 0.00 0.02 0.06
H -4.7120 1.0123 0.7714 0.01 0.00 0.00 0.11
H 1.9356 -3.4235 3.3509 -0.01 0.02 0.00 0.06
H 2.4649 -5.3589 1.6910 -0.01 0.00 -0.01 0.08
H -6.5602 1.2912 -0.8366 0.00 0.00 0.01 0.11
H -0.5364 2.0677 -0.8087 0.00 0.01 -0.03 0.12
H -0.4694 -0.0899 2.7547 0.03 0.00 -0.01 0.10
H 3.0265 -1.4080 -1.2040 0.01 -0.02 0.01 0.04
H 0.5285 -4.1693 2.5334 0.01 -0.01 -0.01 0.08
H 3.8200 -4.4202 1.0524 0.01 0.02 0.03 0.09
H -1.8711 1.4128 -2.4244 0.02 0.01 0.01 0.10
```
Forces are in eV/Å.

* HOMO-LUMO gap (alpha / beta): 4.84 / 4.85 eV
* 2S+1: 4
* net charge: -2
* HOMO (alpha / beta): -1.0 / -1.0 eV



No. 4
ORCA calculation (ωB97M-V/def2-TZVPD) on an isolated ion of composition C14H16BrF6N2O7P2S2 and charge +1 at a distorted geometry.

The geometry in XYZ format:
```
50
Properties=species:S:1:pos:R:3:forces:R:3:lowdin_charge:R:1
Br -3.4280 1.4601 -2.4411 0.56 -0.06 0.27 0.35
S 2.0058 1.4246 1.4357 0.47 -0.02 0.40 1.05
S -0.8222 3.1170 0.3065 -3.63 0.97 -0.65 0.76
P -1.3455 0.6329 -2.5218 -0.59 -0.62 -0.98 0.62
P 2.1581 -1.6789 0.4806 0.41 -1.75 -0.56 0.95
F 0.3319 2.6249 3.4937 0.21 -0.21 -0.24 -0.06
F 1.0923 4.4758 1.6514 -0.15 -0.35 0.09 0.12
F -0.1995 5.5703 0.3493 -0.64 -0.14 -0.16 0.17
F 1.7404 5.6831 -1.0973 -0.12 0.00 0.04 0.20
F 1.3014 3.6793 -1.7055 0.02 -0.49 0.32 0.17
F 2.7802 4.0838 -0.1514 -0.14 -0.60 0.06 0.16
O -0.4503 -1.6540 1.0275 0.10 0.83 1.62 -0.01
O -0.0483 -3.8706 1.5082 -0.19 1.97 -0.11 0.17
O 0.2081 -0.5275 -0.7853 -0.70 0.71 1.48 -0.12
O 3.1383 -0.8492 -0.5463 -0.34 0.40 1.15 -0.27
O -0.3815 1.8366 -3.0610 -0.23 -0.34 0.59 -0.33
O -1.8168 3.2547 1.3245 1.26 -0.65 1.70 -0.23
O -1.4239 3.4074 -0.9543 1.33 -0.28 -1.09 -0.30
N 2.8783 -1.6081 2.0473 -0.53 0.55 -0.22 -0.16
N 0.3915 0.6472 1.2958 -0.56 0.16 -0.43 -0.35
C -0.6115 1.6263 3.5259 -0.99 0.16 0.69 -0.17
C 0.4872 4.4495 0.4643 1.22 0.11 0.24 -0.47
C -0.3516 -3.0350 0.7000 0.01 -2.86 -0.43 -0.39
C -0.4246 -3.9586 -2.9462 0.53 -0.02 -0.71 -0.07
C -0.4441 0.4617 2.5256 -0.08 0.76 0.77 -0.08
C -1.7660 -4.1492 -3.1716 0.18 -0.12 -0.49 -0.07
C -2.1982 -3.6892 -0.8635 -0.07 0.27 0.67 -0.02
C -2.6331 -4.0277 -2.1150 -1.43 -0.19 -0.48 -0.07
C 1.6021 4.4344 -0.6578 0.26 1.25 -0.39 -0.57
C -0.9372 0.3769 -0.7124 0.63 1.38 -0.78 -0.41
C -0.8502 -3.4792 -0.6723 0.64 1.43 1.37 -0.16
C -0.1718 1.4389 0.1138 0.11 -0.01 -0.36 -0.32
C 0.4970 -0.7374 0.5957 1.38 -1.98 -2.15 -0.58
C 0.0448 -3.6192 -1.6998 0.59 -0.10 -0.57 -0.05
H 1.1108 -3.4669 -1.6157 -0.04 0.09 0.45 0.10
H -0.1097 1.5465 -3.9432 0.17 0.24 -0.04 0.06
H -1.5982 2.0795 3.4199 0.24 0.14 -0.36 0.11
H -1.8521 -0.0414 -0.2849 0.30 -0.14 0.29 0.12
H -0.6175 1.1992 4.5346 0.27 -0.12 -0.16 0.14
H -2.1111 -4.3831 -4.1703 -0.12 -0.03 0.09 0.12
H -1.4534 0.2201 2.1903 0.19 -0.29 -0.03 0.15
H -3.6940 -4.1689 -2.2924 0.05 -0.04 0.10 0.12
H 2.2180 1.3545 2.7704 -0.30 -0.25 -0.24 -0.04
H 3.7642 -1.5040 -0.8841 -0.03 0.13 -0.33 0.06
H -0.0117 -0.3755 3.0713 -0.01 -0.11 -0.38 0.14
H 3.6715 -2.2447 2.0578 0.04 0.07 -0.02 0.05
H 0.7113 1.5739 -0.5251 -0.17 0.33 0.02 0.10
H 0.2903 -4.0330 -3.7577 -0.10 -0.10 -0.02 0.11
H -2.8900 -3.5655 -0.0385 -0.04 -0.06 -0.07 0.13
H 2.2186 -1.9923 2.7245 0.03 0.01 0.02 0.05
```
Forces are in eV/Å.

* HOMO-LUMO gap: 8.18 eV
* net charge: +1
* structure (SMILES): NP(O)[C@]1(OC(=O)c2ccccc2)O[C@H](P(O)Br)[C@@H](S(=O)(=O)C(F)(F)C(F)(F)F)[N@@+]1(S)CCF
* HOMO: -12.0 eV